w) 3 unconnected molecules or ions with the total composition C4H12N2O, computed with ωB97M-V with the def2-TZVPD basis set.

Structure (XYZ):
```
19
C4H12N2O ωB97M-V with the def2-TZVPD basis set
C -0.094 0.401 -0.483
C -1.095 -1.908 -0.431
C 0.600 -0.761 -0.170
C -1.142 1.102 0.316
N 1.802 1.083 0.153
N 1.855 1.756 1.392
O -1.288 -2.169 -1.788
H -0.536 -2.665 -2.129
H 1.963 1.775 -0.579
H -0.078 0.669 -1.537
H 1.957 1.072 2.133
H 1.015 2.304 1.600
H -0.793 -2.783 0.153
H -2.014 -1.507 -0.015
H 1.169 -1.221 -0.970
H 0.924 -1.054 0.820
H -1.259 0.663 1.305
H -2.104 1.083 -0.201
H -0.882 2.160 0.429
```

As for the HOMO energy (alpha / beta): -6.8 / -6.8 eV. The LUMO energy (alpha / beta) comes out at 0.0330 / 0.0330 Eh. As for the charge: 0.

---

x) C4H12N2O in the gas phase, computed with ωB97M-V with the def2-TZVPD basis set.

Structure (XYZ):
```
19
C4H12N2O ωB97M-V with the def2-TZVPD basis set
C 2.458 -0.570 -1.371
C 1.369 -0.712 -0.282
O 0.397 -1.641 -0.721
C 0.719 0.665 -0.042
N -0.322 0.421 1.038
C -1.571 1.200 0.954
N -2.842 0.547 0.566
H 1.984 -0.383 -2.327
H 3.154 0.238 -1.116
H 2.995 -1.520 -1.300
H 1.885 -1.122 0.583
H -0.433 -1.331 -0.365
H 0.118 1.044 -0.864
H 1.451 1.303 0.453
H -0.588 -0.449 1.471
H -1.386 1.906 0.121
H -1.696 1.754 1.887
H -3.516 1.110 1.060
H -2.988 0.600 -0.428
```

As for the HOMO energy: -8.8 eV. The LUMO energy comes out at 0.0356 Eh. As for the charge: 0.

---

x) has the most favorable energy; the next structure is 0.1622 hartree above.

---

w) C4H12N2O in the gas phase, computed with ωB97M-V with the def2-TZVPD basis set.

Structure (XYZ):
```
19
C4H12N2O ωB97M-V with the def2-TZVPD basis set
N 0.419 -1.448 2.366
C 0.217 -1.877 1.018
N -0.224 -0.783 0.138
C 0.729 -0.095 -0.684
C 0.063 0.951 -1.619
C -1.180 1.586 -1.070
O -0.928 2.203 0.217
H 0.098 -2.077 3.080
H 1.296 -1.005 2.582
H -0.627 -2.564 0.995
H 1.012 -2.437 0.525
H -0.712 -0.146 0.758
H 1.246 -0.771 -1.329
H 1.538 0.385 -0.103
H -0.149 0.470 -2.566
H 0.805 1.738 -1.759
H -2.071 0.992 -0.952
H -1.514 2.373 -1.762
H -0.015 2.504 0.166
```

As for the HOMO energy: -8.3 eV. The LUMO energy comes out at 0.0371 Eh. As for the charge: 0.

---

x) C4H12N2O in the gas phase, computed with ωB97M-V with the def2-TZVPD basis set.

Structure (XYZ):
```
19
C4H12N2O ωB97M-V with the def2-TZVPD basis set
C 0.994 -0.761 1.481
N -0.372 -0.224 1.630
C -1.032 0.496 0.496
C -0.585 -0.001 -0.864
N -0.707 -1.518 -0.987
C 0.711 0.589 -1.374
O 0.740 2.018 -1.373
H 1.050 -1.485 2.295
H 1.846 -0.088 1.596
H 1.127 -1.339 0.571
H -0.363 0.454 2.373
H -2.099 0.355 0.675
H -0.821 1.574 0.589
H -1.293 0.474 -1.558
H -1.480 -1.533 -1.646
H -1.122 -1.761 -0.093
H 1.656 0.218 -0.954
H 0.877 0.276 -2.408
H 0.873 2.257 -0.448
```

As for the HOMO energy: -9.0 eV. The LUMO energy comes out at 0.0290 Eh. As for the charge: 0.

---

w) has the most favorable energy; the next structure is 0.0171 hartree above.